Record 1
50
Properties=species:S:1:pos:R:3:forces:R:3:mulliken_charge:R:1 method="wB97M-V/def2-TZVPD" e_homo_ha="-0.2323 / -0.2321" multiplicity=1 relative_energy_kj_mol=95.6 homo_lumo_gap_ev="5.3 / 5.5" molar_mass_g_mol=492.676 energy_ev=-36327.7728
O 1.150019 -2.373523 -4.624776 -4.3 3.4 1.3 -0.618
H 0.333015 -1.808123 -4.978421 2.7 -1.7 -0.6 0.369
Ba 1.273650 -0.687105 -1.293203 1.9 -1.3 1.6 1.721
N 0.651886 1.801441 0.635820 -0.3 0.7 0.1 0.592
N 2.259065 2.081674 -1.421273 -0.3 -0.8 1.1 0.081
N -0.682169 -1.438411 0.676812 -1.6 -2.5 -0.3 0.350
N -0.371543 -2.914900 -1.475921 -1.7 0.8 2.6 0.534
O -0.351924 1.789311 1.457829 1.1 0.1 -0.4 -0.870
O -0.798997 -0.791635 1.882034 0.4 1.2 0.8 -0.559
O -0.684693 -3.138455 -2.683358 0.7 -0.3 -1.1 -0.742
O 3.312891 1.609170 -1.931989 0.1 0.8 -0.1 -0.573
C 2.357519 3.031255 -0.428648 -0.5 -1.2 -0.2 0.422
C 1.389000 2.952524 0.604217 0.0 -0.6 -0.9 0.044
C -1.291996 -2.644687 0.699798 2.0 1.9 -0.6 0.082
C -1.179085 -3.429781 -0.500160 2.0 0.6 -2.0 -0.035
C 1.213064 4.054855 1.582452 -0.3 0.4 0.3 -1.474
H 1.929337 3.983753 2.414760 -0.2 0.0 -0.2 0.250
H 0.198462 4.010026 1.985589 0.2 0.0 0.1 0.377
H 1.357723 5.033734 1.110051 0.0 -0.2 0.1 0.405
C 3.414785 4.052445 -0.510651 0.5 0.6 0.0 -1.218
H 3.829762 4.062497 -1.522593 0.0 0.0 0.2 0.353
H 4.244018 3.895216 0.189910 -0.1 -0.1 0.0 0.261
H 2.988285 5.033140 -0.280019 0.1 0.0 -0.1 0.364
C -2.051156 -3.194987 1.859265 -0.4 -0.1 0.5 -1.372
C -1.940792 -4.657448 -0.815738 -0.7 -0.1 0.0 -1.334
H -2.596589 -2.419386 2.402119 0.2 0.0 -0.1 0.350
H -1.379907 -3.683784 2.580367 0.0 0.2 -0.2 0.229
H -2.776409 -3.962572 1.553301 0.3 0.3 -0.1 0.368
H -1.756416 -4.945082 -1.857579 -0.1 0.2 0.3 0.352
H -3.009453 -4.487209 -0.676311 -0.2 -0.3 -0.2 0.336
H -1.647783 -5.486639 -0.169245 0.0 0.0 0.1 0.293
H -0.556405 0.176467 1.686941 -0.5 -1.0 0.3 0.393
H 0.601368 -2.249686 -3.745601 1.5 -2.1 -0.9 0.122
C -0.554420 0.740845 -2.141948 0.8 0.6 -4.9 -1.784
H 0.163242 1.563294 -2.258839 -0.6 -0.1 0.5 0.556
H -1.122848 0.604690 -1.284159 -1.3 -0.4 1.2 0.609
H -0.467764 0.051794 -3.100884 -1.1 1.2 2.2 0.661
O -2.890111 1.812291 0.020251 1.8 1.5 -0.4 -0.652
H -3.500330 1.183628 0.324242 -1.1 -1.4 0.8 0.297
H -2.130433 1.824967 0.643910 -0.6 -0.1 -0.3 0.335
N 3.745402 -1.046882 3.492298 0.4 -0.5 1.0 -0.238
C 3.206544 -2.251513 2.789962 -0.1 0.0 0.0 -0.644
C 2.838900 -1.729853 1.396324 -0.5 1.2 -1.8 1.031
O 2.494329 -2.518773 0.499872 0.4 0.4 1.1 -0.715
O 2.909732 -0.439709 1.270220 0.0 -1.6 0.5 -0.837
H 3.490460 -0.260925 2.826044 -0.2 0.0 -0.5 0.267
H 4.758681 -1.121838 3.598045 -0.2 0.2 -0.1 0.347
H 3.345034 -0.937423 4.424647 0.0 0.2 -0.2 0.346
H 3.961915 -3.036082 2.765459 -0.1 0.1 -0.1 0.317
H 2.325743 -2.613985 3.323292 0.1 0.1 -0.2 0.249


Record 2
44
Properties=species:S:1:pos:R:3:forces:R:3:mulliken_charge:R:1 method="wB97M-V/def2-TZVPD" e_homo_ha="-0.4926 / -0.4922" multiplicity=1 relative_energy_kj_mol=398.4 homo_lumo_gap_ev="5.5 / 6.2" total_charge=+2 molar_mass_g_mol=514.545 energy_ev=-57060.6830
C -0.329231 0.117836 -2.376028 -1.2 -0.5 1.5 -0.408
C -0.690405 0.438221 -0.187764 1.6 2.7 -8.2 0.454
H -0.259792 1.110441 -2.840915 -0.2 -0.2 0.7 0.254
H -1.099371 -0.488299 -2.831291 0.1 -0.3 -0.1 0.318
H 0.615659 -0.333996 -2.298946 1.3 -0.8 0.0 -0.256
O -0.686613 1.582832 -0.399567 -1.0 0.9 2.2 -0.304
I -0.945872 -1.017868 1.085116 1.3 -3.2 2.7 0.024
Y 1.555735 -3.479492 -2.767175 -0.2 0.2 -0.2 1.118
P 2.916354 -0.612823 -0.242458 -0.3 0.8 0.0 0.608
C 3.836164 0.522240 0.888280 -0.4 -0.1 0.7 -1.151
C 3.643208 -2.282695 -0.012154 0.5 -0.4 0.7 -0.652
H 4.739839 -2.335263 -0.044781 -0.2 0.0 -0.1 0.355
H 4.733208 0.007305 -1.846123 -0.4 0.0 0.0 0.404
H 3.250151 -3.048270 -0.721658 0.1 0.3 0.1 -0.132
H 3.197530 -0.498360 -2.653400 0.3 0.3 0.1 0.237
H 3.644938 0.265023 1.939235 0.1 0.0 -0.2 0.362
H 3.318284 -2.653631 0.987980 0.2 0.2 -0.6 0.308
C 3.633491 0.045580 -1.790457 -0.1 -0.1 -0.7 -1.072
H 4.914483 0.576998 0.727966 -0.1 -0.2 -0.2 0.431
H 3.311261 1.103774 -1.904686 0.2 -0.7 0.1 0.331
H 3.428635 1.540181 0.763154 0.1 -0.5 -0.1 0.287
P -3.108700 -0.536669 -0.296462 1.1 0.1 0.2 0.858
C -3.803794 0.576816 0.891470 -0.8 0.2 0.3 -1.131
C -3.473904 0.074164 -1.906020 -1.2 0.0 -0.4 -1.166
H -3.088496 -2.872158 -0.733827 -0.2 0.1 -0.1 0.379
H -4.647794 -2.237758 -0.078670 -0.2 -0.7 0.0 0.393
H -3.257043 -2.575716 1.002794 -0.3 0.4 -0.4 0.485
C -3.561843 -2.221662 0.003468 -1.1 -0.4 0.0 -1.262
H -3.080058 -0.587583 -2.681655 -0.3 0.2 0.1 0.341
H -4.582500 0.053467 -1.875338 0.3 0.3 -0.8 0.501
H -4.821423 0.688502 0.513265 -0.3 0.4 0.4 0.463
H -3.309475 1.554833 0.905854 0.0 -0.2 -0.2 0.359
H -3.101441 1.100830 -2.042078 -0.2 -0.4 0.2 0.329
H -3.825824 0.171447 1.911005 0.0 0.0 -0.4 0.358
Cl -0.000123 -4.318545 -4.349710 0.3 0.2 0.4 -0.350
N -0.424554 1.274093 3.082593 0.4 -1.6 -0.1 0.005
C -0.215752 2.387067 3.784772 0.1 0.8 -0.7 -0.131
C 0.409018 3.234934 2.863874 0.1 0.3 0.7 -1.155
C 0.657716 2.500656 1.696678 -0.4 -0.6 1.8 -0.267
N 0.181020 1.274361 1.881805 -0.1 0.5 0.6 -0.140
H -1.013568 0.464636 3.313519 0.8 0.7 0.2 0.134
H -0.458672 2.404840 4.848203 -0.2 0.5 -0.6 0.439
H 0.620453 4.263821 2.995689 0.4 0.6 0.3 0.437
H 1.179092 2.765901 0.794449 -0.1 0.1 0.0 0.604


Record 3
47
Properties=species:S:1:pos:R:3:forces:R:3:mulliken_charge:R:1 method="wB97M-V/def2-TZVPD" e_homo_ha=-0.0371 multiplicity=1 relative_energy_kj_mol=0.0 homo_lumo_gap_ev=6.1 total_charge=-2 molar_mass_g_mol=358.375 energy_ev=-45130.9646
O -0.143653 -0.789625 -0.123604 0.1 -1.6 0.1 -0.174
H -0.306059 -0.003812 0.492634 -1.1 1.4 -0.1 0.272
H 0.179814 -0.478811 -1.051314 -0.1 1.4 -1.2 0.074
H -0.991711 -1.312977 -0.327678 0.2 1.1 0.3 0.588
C 2.161196 -1.376230 -2.922542 0.6 -0.3 0.2 -1.114
C 0.810066 -0.810763 -3.327210 -1.9 1.9 0.3 0.414
C -0.230134 -1.959268 -3.392275 1.3 -0.2 -0.2 -1.296
O 0.352249 0.269999 -2.550166 0.9 -1.8 1.2 -0.915
H 2.290126 -1.548455 -1.847765 -0.6 0.0 0.1 0.141
H 2.999599 -0.709394 -3.142003 -0.1 0.0 -0.4 0.259
H 2.296138 -2.363794 -3.379559 0.4 0.1 -0.2 0.441
H 0.848665 -0.390968 -4.346357 0.6 -0.4 -0.4 0.411
H -1.261286 -1.671960 -3.574068 0.1 0.3 0.3 0.191
H -0.102216 -2.522604 -2.462522 -0.5 -0.2 0.0 0.261
H 0.098811 -2.594779 -4.226415 -0.2 -0.3 0.1 0.446
C -1.191372 2.220252 3.530100 1.1 0.2 0.6 -1.563
C -1.104831 1.074534 2.526883 -1.1 0.8 -2.1 1.088
C -2.354648 0.205995 2.619974 -0.1 -0.9 0.6 -1.140
O -0.968965 1.525252 1.217837 0.9 -1.3 0.7 -0.945
H -0.201361 2.685883 3.458890 0.0 0.1 0.3 0.280
H -1.323348 1.786298 4.530640 0.1 0.2 0.2 0.358
H -1.894913 3.045106 3.401185 -0.4 -0.4 -0.5 0.361
H -0.212383 0.507007 2.864573 0.0 -0.4 0.2 -0.155
H -2.431327 -0.239947 3.625149 -0.3 0.1 0.1 0.421
H -2.377582 -0.642276 1.931122 0.4 0.1 -0.2 0.182
H -3.254211 0.772224 2.373041 0.1 0.2 0.2 0.238
C -5.042546 -2.066421 -0.057554 -0.9 0.6 -0.8 0.523
F -5.407552 -1.214107 0.920209 0.8 -0.3 0.2 -0.247
F -4.630887 -3.229222 0.469663 0.2 0.4 0.1 -0.251
F -6.226605 -2.341235 -0.676185 0.3 -0.2 -0.2 -0.263
S -3.829553 -1.298959 -1.328271 0.9 -0.1 0.0 1.137
O -2.531395 -1.603191 -0.692459 -1.2 -0.3 -0.4 -0.724
O -4.115984 -2.077163 -2.526751 0.1 0.2 0.8 -0.676
O -4.149890 0.109639 -1.398078 -0.3 -0.9 0.3 -0.669
C 3.197529 0.494819 0.252806 -0.3 -0.4 -0.2 0.420
C 3.870743 1.753486 -0.201656 1.6 1.7 -0.3 -0.775
C 3.765092 2.710728 1.000733 -1.2 -0.3 -0.3 -0.405
O 2.620993 2.215373 1.735879 1.1 0.2 0.1 -0.335
C 2.749610 0.808335 1.674742 -0.7 -0.5 0.3 -0.387
H 3.806081 -0.411268 0.254285 0.1 0.1 -0.3 0.494
H 2.376999 0.389441 -0.459705 -0.4 -0.5 0.5 -0.373
H 3.438939 2.239197 -1.076823 -0.4 -0.4 0.0 0.304
H 4.931516 1.644891 -0.456523 0.0 -0.2 0.1 0.277
H 3.500468 3.740995 0.768175 0.2 0.0 -0.2 0.293
H 4.738681 2.707006 1.506864 -0.3 -0.1 0.8 0.265
H 1.830569 0.264668 1.906710 -0.4 0.7 -0.1 0.074
H 3.420527 0.486100 2.485395 0.6 -0.1 -0.4 0.198


Record 4
42
Properties=species:S:1:pos:R:3:forces:R:3:mulliken_charge:R:1 method="wB97M-V/def2-TZVPD" e_homo_ha=-0.2323 multiplicity=1 homo_lumo_gap_ev=6.3 molar_mass_g_mol=378.210 energy_ev=-36940.7921
C 4.187935 2.199960 1.276248 -0.8 0.5 -0.9 -0.851
C 2.891495 2.684937 0.438776 1.6 0.2 0.1 -0.293
O 1.679214 2.271226 1.097383 0.7 -0.7 -1.2 -0.382
C 1.154096 1.046724 0.491120 -0.6 1.0 -0.1 0.791
C 0.310893 0.319539 1.629560 1.3 0.6 0.7 -1.210
N -0.280309 -0.991768 1.274893 0.7 0.8 -0.8 0.383
C 0.686311 -2.132610 1.342266 2.6 1.4 1.3 -0.547
C 1.525754 -2.388769 0.004003 0.8 -1.2 1.9 -0.510
N 0.590490 -2.517976 -1.160957 -0.2 0.9 -1.4 0.052
C -0.333949 -1.314379 -1.309422 -0.2 1.5 -0.4 0.054
F -1.202395 -1.651235 -2.395722 1.1 0.3 1.7 -0.380
C -1.126678 -0.962217 0.054831 -1.3 -1.6 -1.0 -0.649
P -2.201240 0.621066 -0.099678 -0.4 1.0 0.9 0.126
C -3.508982 0.389663 1.284567 -0.4 -0.9 0.2 -1.126
C -3.194817 0.620541 -1.704727 -0.2 0.3 -1.1 -0.649
C -2.384494 1.572737 -2.749603 0.6 -0.4 0.9 -0.787
H 3.994846 1.126692 1.586809 0.5 1.3 -0.1 0.240
H 4.362671 2.909486 2.146916 -0.4 -1.2 -0.9 0.257
H 5.086685 2.288596 0.588453 -1.0 -0.3 0.9 0.294
H 2.992642 3.819827 0.338761 -0.7 -1.5 0.3 0.326
H 2.952409 2.271355 -0.626948 -0.2 0.4 1.4 0.261
H 0.510110 1.409128 -0.393474 0.6 -0.8 1.3 -0.261
H 1.992975 0.427979 0.038834 -0.8 0.5 0.9 0.063
H -0.439737 1.070690 2.068041 0.8 -1.2 -1.0 0.217
H 1.047067 0.121280 2.489651 -1.1 0.3 -1.3 0.331
H 0.078547 -3.114568 1.649470 3.9 3.5 0.7 0.072
H 1.444253 -1.974729 2.196826 -0.9 0.4 -1.4 0.485
H 2.022694 -3.418693 0.136173 -0.8 1.4 -0.3 0.296
H 2.378648 -1.659589 -0.162798 -1.4 -0.6 -0.2 0.308
H -0.057646 -3.340126 -1.004753 0.1 0.2 0.7 0.072
H 1.067869 -2.711852 -2.064448 -0.2 0.5 0.7 0.435
H 0.277410 -0.411416 -1.670435 -0.7 -1.4 0.5 0.177
H -1.889843 -1.807376 0.169846 1.1 1.4 -0.4 0.450
H -3.722888 1.391104 1.776662 0.4 -1.3 -0.7 0.335
H -4.487132 -0.016063 0.860770 1.3 0.5 0.5 0.339
H -3.157314 -0.367174 2.074980 -0.4 1.2 -1.1 0.327
H -4.217956 1.121289 -1.561912 1.5 -0.9 0.3 0.414
H -3.379093 -0.419735 -2.118902 0.2 1.3 0.4 0.411
H -1.506302 2.047918 -2.177748 -1.3 -0.6 -0.9 0.207
H -1.914429 0.947028 -3.570200 -0.8 0.9 0.7 0.205
H -3.024404 2.432104 -3.116041 0.7 -1.3 0.1 0.322
I -1.205409 -3.910594 0.871930 -6.1 -6.3 -1.8 -0.607


Record 5
43
Properties=species:S:1:pos:R:3:forces:R:3:lowdin_spin:R:1 method="wB97M-V/def2-TZVPD" e_homo_ha="-0.2439 / -0.2441" multiplicity=5 homo_lumo_gap_ev="6.2 / 6.3" molar_mass_g_mol=557.108 energy_ev=-69872.7641
C -0.814453 0.873632 -2.896978 0.4 0.8 -1.0 0.000
C -0.976658 0.478916 -1.544891 -1.0 -1.0 1.3 0.000
N -0.027416 0.894248 -0.613572 0.4 -0.1 0.3 -0.006
C 0.820918 1.888974 -0.947491 0.2 0.7 -0.9 0.000
C 0.853618 2.445084 -2.217091 0.7 0.2 1.2 0.000
C 0.059613 1.889374 -3.218877 -1.1 -0.9 -0.1 0.000
C -2.099281 -0.268595 -1.132364 0.7 -0.2 -0.9 0.001
P -2.551087 -0.734648 0.528474 -0.1 0.5 -1.1 -0.005
Ho 0.039409 -0.045955 1.550893 -1.5 -0.6 0.1 4.043
P 2.360003 1.401265 1.462942 -0.6 1.9 -0.6 -0.004
C 1.734849 2.513149 0.099701 0.6 0.0 0.4 0.000
O -0.806056 -3.196744 -3.783158 0.6 -0.2 -0.3 0.000
O -0.106725 -5.585917 0.763897 -1.1 0.7 0.9 0.000
H -1.439563 0.387689 -3.646676 0.2 0.3 0.2 0.000
H 1.521624 3.283854 -2.391506 -0.1 -0.2 -0.1 0.000
H 0.107464 2.291211 -4.226579 0.0 -0.2 0.0 0.000
C -4.072675 0.292256 0.659038 -0.1 -0.1 0.7 -0.001
C -3.183046 -2.471665 0.493974 0.0 -0.1 0.2 -0.001
H 2.660196 2.879536 -0.379018 -0.6 0.2 0.0 0.000
H 1.230397 3.355860 0.613885 0.1 -0.4 -0.3 0.000
H -1.501418 -3.117359 -3.145597 -0.8 0.2 0.5 0.000
H -2.841320 -0.445369 -1.926969 0.3 -0.1 0.3 0.000
C 2.696342 2.563845 2.808311 0.4 0.0 0.2 0.000
C 3.993717 0.894697 0.835428 0.0 -0.2 0.2 -0.001
H 1.978519 -1.061901 1.219177 1.7 -0.8 0.8 0.000
H 0.034395 -4.737724 1.223933 0.1 -0.6 -0.3 0.000
H 0.659762 -5.765345 0.248570 1.0 -0.1 -0.5 0.000
H -0.074051 -3.507135 -3.242281 0.2 0.0 -0.2 0.000
H -0.833004 1.522101 2.165329 0.1 0.6 0.3 -0.013
H 2.548558 -0.903078 1.748384 -1.4 -1.0 -1.1 0.000
H -4.883724 -0.120102 0.046919 0.2 0.0 0.1 0.000
H -4.394508 0.364498 1.702585 -0.2 0.0 -0.1 0.000
H -3.827288 1.296348 0.294324 0.0 -0.3 0.1 0.000
H -4.006516 -2.629438 -0.215385 0.2 0.2 0.1 0.000
H -2.380158 -3.182721 0.256147 -0.1 0.3 0.0 0.000
H -3.543968 -2.737706 1.496960 0.1 0.1 -0.2 0.000
H 4.666073 1.761277 0.806740 -0.1 -0.3 -0.1 0.000
H 4.400327 0.124545 1.503885 0.1 0.2 -0.1 0.000
H 3.887792 0.443526 -0.160286 0.0 0.2 0.2 0.000
H 3.621206 3.112379 2.581540 -0.3 0.1 0.3 0.000
H 1.839372 3.242664 2.922936 0.3 -0.2 0.0 0.000
H 2.813103 1.968829 3.726368 0.1 0.4 -0.2 0.000
I -0.164331 -1.658375 3.928379 0.1 -0.2 0.1 -0.011